Entry 1:
The following is a DFT calculation (ωB97M-V/def2-TZVPD) of a structure of composition C32H34As2BF6N3O3RuS2 at a distorted geometry.

Structure (XYZ):
```
84
C32H34As2BF6N3O3RuS2 (ωB97M-V/def2-TZVPD)
Ru -0.324 1.119 1.834
S 1.723 2.222 2.503
C 0.961 2.656 3.987
S -0.703 2.245 4.067
C 1.657 3.277 5.030
C 1.018 3.645 6.245
N 0.532 3.966 7.242
C 3.046 3.558 4.936
N 4.176 3.797 4.887
C 3.068 -1.077 2.151
As 1.575 -1.392 3.328
C 1.226 -3.273 3.254
C 2.217 -0.979 5.094
O 0.169 -0.556 3.104
H 3.982 -1.276 2.713
H 3.050 -0.038 1.835
H 2.985 -1.736 1.291
H 2.119 -3.835 3.529
H 0.907 -3.520 2.243
H 0.401 -3.499 3.925
H 3.079 -1.593 5.354
H 1.402 -1.151 5.795
H 2.484 0.078 5.109
N -2.347 0.409 1.644
H -2.601 -0.139 2.460
H -2.502 -0.178 0.832
H -2.944 1.225 1.582
C -0.626 2.406 0.554
C -0.816 3.305 -0.325
C -0.996 4.254 -1.248
C -2.159 4.162 -2.163
C -2.805 5.292 -2.673
C -3.919 5.169 -3.491
C -4.412 3.915 -3.822
C -3.783 2.783 -3.315
C -2.674 2.904 -2.496
C -0.028 5.375 -1.335
C 0.223 6.056 -2.529
C 1.178 7.062 -2.590
C 1.905 7.407 -1.460
C 1.676 6.727 -0.270
C 0.724 5.724 -0.208
H -2.447 6.277 -2.404
H -4.409 6.061 -3.864
H -5.280 3.819 -4.463
H -4.159 1.797 -3.560
H -2.187 2.023 -2.093
H -0.314 5.778 -3.427
H 1.362 7.569 -3.530
H 2.652 8.190 -1.508
H 2.248 6.968 0.617
H 0.564 5.178 0.714
F -2.100 -2.494 1.752
As -2.771 -4.100 1.824
F -3.270 -3.967 0.165
F -1.240 -4.761 1.316
F -3.431 -5.710 1.893
F -2.267 -4.249 3.487
F -4.292 -3.445 2.348
C 2.678 -5.182 -2.910
C 1.149 -5.226 -2.793
C 0.751 -6.262 -1.732
C 0.590 -5.681 -4.142
C 0.608 -3.856 -2.375
C -0.440 -3.237 -3.048
C -0.990 -2.023 -2.624
C -0.454 -1.446 -1.501
O -0.812 -0.296 -0.862
B 0.022 -0.175 0.295
O 0.921 -1.286 0.264
C 0.595 -2.046 -0.822
C 1.136 -3.240 -1.229
H 3.059 -6.155 -3.232
H 3.149 -4.940 -1.957
H 2.990 -4.430 -3.639
H 1.123 -7.254 -2.011
H -0.333 -6.307 -1.622
H 1.152 -6.002 -0.753
H 1.052 -6.630 -4.425
H 0.797 -4.952 -4.929
H -0.489 -5.840 -4.094
H -0.866 -3.703 -3.925
H -1.816 -1.564 -3.151
H 1.925 -3.700 -0.649
```

## Properties
* HOMO-LUMO gap (spin up / spin down): 0.225 / 0.230 Eh
* E_HOMO (spin up / spin down): -2.56 / -2.53 eV
* multiplicity: 1
* E_tot: -207268.6877 eV
* net charge: -2

***

Entry 2:
The following is a DFT calculation (ωB97M-V/def2-TZVPD) of a structure of composition C32H34BBr2CsN9O at a distorted geometry.

Structure (XYZ):
```
80
C32H34BBr2CsN9O (ωB97M-V/def2-TZVPD)
Cs -0.180 -0.497 0.377
C -3.462 1.658 -1.165
C -2.257 2.500 -1.435
C -2.198 3.833 -1.870
C -0.851 4.134 -1.903
C -0.199 5.428 -2.265
N -0.178 3.018 -1.551
N -1.036 2.023 -1.256
B 1.335 2.831 -1.422
N 1.847 1.705 -2.353
N 1.560 0.408 -2.126
C 2.133 -0.294 -3.091
C 1.992 -1.779 -3.160
C 2.788 0.567 -3.989
C 2.599 1.832 -3.467
C 3.090 3.134 -4.010
N 1.715 2.547 0.055
N 0.816 2.577 1.058
C 1.503 2.521 2.189
C 0.806 2.591 3.509
C 2.880 2.443 1.923
C 2.971 2.465 0.543
C 4.185 2.429 -0.323
H -4.370 2.166 -1.491
H -3.557 1.447 -0.097
H -3.394 0.704 -1.689
H -3.017 4.493 -2.108
H -0.964 6.161 -2.519
H 0.467 5.314 -3.122
H 0.394 5.818 -1.437
H 1.881 3.844 -1.763
H 1.642 -2.169 -2.204
H 2.943 -2.255 -3.405
H 1.269 -2.073 -3.925
H 3.330 0.310 -4.884
H 3.597 2.960 -4.958
H 3.790 3.616 -3.325
H 2.267 3.829 -4.180
H -0.206 2.200 3.418
H 0.744 3.625 3.860
H 1.333 2.012 4.269
H 3.694 2.379 2.627
H 5.084 2.379 0.291
H 4.241 3.328 -0.942
H 4.168 1.566 -0.991
C -1.817 -1.708 -3.160
C -1.456 -3.005 -2.492
C -1.440 -4.217 -3.213
C -1.126 -5.378 -2.565
C -0.811 -5.356 -1.190
C -0.456 -6.494 -0.430
Br -0.413 -8.222 -1.239
C -0.132 -6.375 0.896
C -0.140 -5.130 1.511
Br 0.352 -5.013 3.346
C -0.470 -3.922 0.863
O -0.430 -2.787 1.394
C -0.841 -4.092 -0.549
N -1.170 -2.966 -1.211
H -1.815 -1.808 -4.245
H -1.122 -0.914 -2.879
H -2.817 -1.395 -2.851
H -1.672 -4.217 -4.270
H -1.109 -6.321 -3.096
H 0.139 -7.250 1.472
N 0.065 -1.139 5.511
C 0.388 -0.857 4.213
N -0.634 -0.551 3.479
C -1.725 -0.649 4.319
C -3.078 -0.447 4.060
C -3.968 -0.628 5.099
C -3.535 -1.004 6.377
C -2.198 -1.211 6.655
C -1.304 -1.030 5.608
H 0.699 -1.457 6.221
H 1.410 -0.895 3.869
H -3.408 -0.167 3.069
H -5.026 -0.484 4.927
H -4.266 -1.135 7.164
H -1.868 -1.505 7.643
```

## Properties
* HOMO-LUMO gap: 0.234 Eh
* E_HOMO: -4.31 eV
* multiplicity: 1
* E_tot: -190510.5913 eV
* net charge: -1

***

Entry 3:
The following is a DFT calculation (ωB97M-V/def2-TZVPD) of a structure of composition C32H34BCeN6O4Si at a distorted geometry.

Structure (XYZ):
```
79
C32H34BCeN6O4Si (ωB97M-V/def2-TZVPD)
Ce 1.302 0.253 0.127
B 4.117 2.868 -0.338
N 4.422 1.355 -0.482
C 5.660 0.865 -0.511
C 5.597 -0.484 -0.819
C 4.243 -0.736 -0.974
N 3.533 0.389 -0.764
N 2.611 3.155 -0.096
C 2.052 4.315 -0.443
C 0.813 4.421 0.168
C 0.687 3.244 0.889
N 1.790 2.480 0.738
H 4.722 3.273 0.608
H 4.416 3.405 -1.360
H 6.511 1.494 -0.341
H 6.406 -1.179 -0.907
H 3.767 -1.655 -1.272
H 2.566 5.003 -1.084
H 0.100 5.215 0.080
H -0.120 2.946 1.539
O -0.672 0.239 -0.749
Si -2.020 0.976 -0.386
C -2.089 1.123 1.535
C -3.145 1.714 2.220
C -3.087 1.942 3.583
C -1.961 1.581 4.303
C -0.920 0.930 3.660
C -0.997 0.700 2.293
C -3.563 0.042 -0.958
C -3.402 -1.211 -1.537
C -4.492 -1.978 -1.906
C -5.773 -1.498 -1.696
C -5.954 -0.239 -1.149
C -4.856 0.524 -0.795
C -1.993 2.719 -1.145
C -2.955 3.695 -0.915
C -2.939 4.890 -1.608
C -1.953 5.136 -2.548
C -0.957 4.196 -2.757
C -0.982 3.003 -2.059
H -4.035 1.989 1.677
H -3.921 2.413 4.084
H -1.904 1.785 5.362
H -0.052 0.599 4.215
H -0.185 0.111 1.807
H -2.398 -1.571 -1.704
H -4.341 -2.949 -2.357
H -6.630 -2.098 -1.965
H -6.953 0.148 -1.001
H -5.016 1.513 -0.394
H -3.734 3.513 -0.191
H -3.702 5.632 -1.419
H -1.961 6.059 -3.107
H -0.166 4.400 -3.466
H -0.221 2.247 -2.248
C -1.081 -3.865 0.791
C 0.179 -4.327 1.516
C 1.464 -3.981 0.730
C 2.704 -4.451 1.519
C 4.012 -4.120 0.809
C 1.430 -4.756 -0.584
O 1.438 -5.962 -0.630
N 1.400 -4.004 -1.728
C 1.379 -2.613 -1.819
O 1.373 -2.056 -2.892
N 1.416 -1.920 -0.651
C 1.500 -2.479 0.548
O 1.597 -1.707 1.536
H -1.963 -4.113 1.378
H -1.167 -4.361 -0.174
H -1.073 -2.784 0.629
H 0.156 -5.410 1.650
H 0.236 -3.853 2.497
H 2.616 -5.531 1.644
H 2.693 -3.981 2.503
H 4.005 -4.495 -0.213
H 4.843 -4.587 1.333
H 4.182 -3.044 0.787
H 1.392 -4.500 -2.611
```

## Properties
* HOMO-LUMO gap: 0.203 Eh
* E_HOMO: -11.48 eV
* multiplicity: 1
* E_tot: -72348.9756 eV
* net charge: +1